[1]
277
Properties=species:S:1:pos:R:3 method="wB97M-V/def2-TZVPD" homo_energy_ha=-0.4268 e_tot_ha=-5351.0474 lumo_ev=-4.9058 gap_ha=0.2465 charge=+3
P -0.50918 0.78887 1.79251
O -1.02724 -0.61513 2.30849
O -1.76549 1.63037 1.32358
O 0.52846 0.58274 0.67461
O 0.14136 1.41938 3.08203
C -6.76413 4.86084 1.70386
C -5.38644 5.16741 1.14867
C -4.28474 4.84227 2.17800
C -2.81301 5.08235 1.72429
N -1.78457 4.78909 2.85112
C -1.78439 6.05501 3.79558
C -0.27880 6.07180 4.27466
C 0.54667 5.67760 3.06260
C -0.27003 4.66289 2.39063
C -2.04228 3.60156 3.85077
H -6.88013 5.49752 2.58096
H -6.73652 3.83873 2.08152
H -7.52785 5.14227 0.97886
H -5.21907 6.19711 0.83277
H -5.24392 4.64651 0.20185
H -4.49560 3.85468 2.58825
H -4.67177 5.59998 2.85931
H -2.55585 6.06078 1.31854
H -2.48144 4.29483 1.04755
H -2.50215 6.02719 4.61543
H -1.93384 6.99370 3.26208
H -0.10686 5.36369 5.08528
H 0.06929 7.02554 4.67130
H 1.48779 5.28070 3.44321
H 0.85173 6.43738 2.34303
H 0.13589 3.70343 2.71119
H -0.20060 4.67186 1.30288
H -1.87820 2.67903 3.29387
H -3.04837 3.69310 4.26003
H -1.33406 3.55372 4.67795
C 4.62453 -2.99259 -0.72700
C 3.55656 -1.80047 -0.80545
C 2.11285 -2.22150 -0.75829
C 1.67652 -2.53878 0.68378
N 0.36265 -3.37738 0.73697
C 0.13018 -3.75182 2.17642
C -0.82455 -4.89665 2.20115
C -0.46139 -5.71215 0.96255
C 0.48957 -4.84715 0.14902
C -0.80825 -2.69787 0.00339
H 4.36197 -3.50317 0.19954
H 5.65482 -2.68664 -0.54538
H 4.55431 -3.60217 -1.62788
H 3.65405 -1.32563 -1.78173
H 3.79927 -1.06346 -0.03995
H 1.77414 -2.99812 -1.44402
H 1.62393 -1.27495 -0.98872
H 1.41462 -1.65517 1.26580
H 2.41433 -3.01889 1.32661
H -0.10197 -2.83251 2.71409
H 0.96380 -4.17142 2.73955
H -1.85355 -4.54107 2.14815
H -0.72246 -5.59777 3.02947
H -1.35827 -5.88988 0.36914
H -0.02003 -6.69786 1.10974
H 0.38452 -4.92758 -0.93292
H 1.47318 -5.23926 0.40760
H -1.73477 -3.13515 0.37547
H -0.58192 -2.78132 -1.05959
H -0.74655 -1.62453 0.18292
C 1.24941 4.55688 8.49467
C 1.97851 3.73350 7.50857
C 1.14708 2.46161 7.04211
C 1.73562 1.87094 5.77271
P 1.22366 0.04637 5.42203
C 1.93830 -0.74694 6.98291
C 1.82369 -2.31804 6.92065
C 2.63906 -3.04979 7.98047
C 2.14913 -4.52103 8.21515
C -0.57878 -0.38177 5.61442
C -1.18795 -0.35731 7.03774
C -2.56378 -1.08209 6.84362
C -3.58780 -0.90399 7.99743
C 2.18399 -0.71948 4.08400
C 3.75889 -0.63779 4.34901
C 4.45513 -0.90357 3.02472
C 5.96715 -0.81778 3.09991
H 1.90662 5.31496 8.92069
H 0.91323 4.00328 9.37137
H 0.32513 4.98483 8.10650
H 2.97171 3.35173 7.74499
H 2.08846 4.37544 6.63454
H 0.10735 2.72080 6.84239
H 1.25450 1.83861 7.93004
H 2.82486 1.88186 5.73346
H 1.22246 2.41679 4.98100
H 1.43526 -0.30808 7.84456
H 2.99740 -0.50226 7.06369
H 2.09236 -2.82073 5.99156
H 0.80863 -2.63834 7.15551
H 2.69612 -2.42584 8.87240
H 3.66094 -3.21168 7.63747
H 1.54001 -5.11101 7.53032
H 1.44346 -4.46802 9.04420
H 2.95234 -5.18110 8.54264
H -0.78570 -1.33757 5.13304
H -1.12153 0.30178 4.96152
H -1.32202 0.69782 7.27613
H -0.64726 -0.82322 7.86157
H -2.59798 -2.15059 6.63091
H -3.06500 -0.78844 5.92133
H -3.14471 -1.27466 8.92175
H -4.50614 -1.42091 7.71895
H -3.83088 0.14400 8.17276
H 1.65612 -0.21052 3.27752
H 1.84200 -1.75023 3.99072
H 4.07559 -1.56901 4.81873
H 4.13848 0.22109 4.90249
H 4.14729 -0.23211 2.22317
H 4.22440 -1.92045 2.70718
H 6.27171 0.22464 3.19313
H 6.45970 -1.05536 2.15701
H 6.35082 -1.32538 3.98492
C 3.89704 2.85402 3.27605
C 4.92431 2.93266 2.09064
C 4.24494 3.44262 0.81009
C 2.94568 2.59076 0.39272
P 2.16479 2.74931 -1.20284
C 0.29150 2.84429 -1.29650
C -0.32783 3.66538 -2.49961
C -1.68561 4.29472 -2.02877
C -1.70940 5.78738 -1.62354
C 2.64652 4.37590 -1.81970
C 2.09152 5.60894 -1.02735
C 2.70853 6.96609 -1.27442
C 4.22807 7.02817 -1.33172
C 2.86161 1.45348 -2.24289
C 4.46009 1.53510 -2.43151
C 4.97504 1.04551 -3.81796
C 4.81490 -0.40801 -4.08026
H 4.42814 2.46919 4.14664
H 3.04538 2.23100 3.00290
H 3.41256 3.82939 3.32123
H 5.36346 1.93570 2.05424
H 5.74525 3.60654 2.33563
H 4.99260 3.47802 0.01771
H 3.96719 4.48806 0.94422
H 2.10786 2.90790 1.01366
H 3.06609 1.54186 0.66364
H 0.08116 3.41164 -0.38987
H -0.11663 1.86272 -1.05555
H -0.71362 2.97936 -3.25370
H 0.32840 4.32296 -3.06973
H -2.01985 3.62442 -1.23688
H -2.44068 4.19585 -2.80864
H -2.68809 6.26371 -1.56544
H -0.86874 6.43631 -1.86905
H -1.43062 5.80488 -0.56995
H 2.58124 4.44316 -2.90566
H 3.70016 4.41251 -1.54294
H 2.11864 5.36115 0.03376
H 1.05051 5.79871 -1.28885
H 2.40255 7.62977 -0.46571
H 2.20969 7.28720 -2.18884
H 4.51986 7.99466 -0.92082
H 4.61767 6.92883 -2.34486
H 4.68893 6.25373 -0.71857
H 2.36801 1.65527 -3.19355
H 2.34113 0.54003 -1.95513
H 5.06691 0.93484 -1.75361
H 4.92007 2.48035 -2.14336
H 6.01141 1.37897 -3.87118
H 4.48140 1.75642 -4.48056
H 5.19821 -0.65149 -5.07117
H 3.83434 -0.88100 -4.02658
H 5.38356 -0.95569 -3.32876
C -8.77718 1.75594 -0.26059
C -8.06027 0.63229 0.50204
C -6.57018 0.69804 0.32700
C -5.99731 -0.57538 0.97840
P -4.13012 -0.46087 1.41432
C -4.21968 0.75336 2.84091
C -5.52709 0.70514 3.72690
C -5.35523 1.62542 4.93318
C -6.71545 1.85143 5.80049
C -3.38239 -0.05120 -0.25801
C -3.86356 -1.04721 -1.34577
C -2.92881 -1.09533 -2.48522
C -2.51615 0.27699 -3.16839
C -3.74968 -2.18176 2.04659
C -4.38232 -2.60514 3.38146
C -4.15601 -4.03503 3.66734
C -4.76115 -4.43551 4.98524
H -9.84663 1.89580 -0.10307
H -8.64730 1.41892 -1.28902
H -8.29281 2.70937 -0.04976
H -8.47234 -0.31390 0.15130
H -8.25929 0.71037 1.57087
H -5.99902 1.56530 0.65828
H -6.41595 0.58900 -0.74651
H -6.10786 -1.47367 0.37099
H -6.59627 -0.84424 1.84848
H -4.06599 1.67457 2.27890
H -3.26769 0.75546 3.37176
H -5.57970 -0.35001 3.99520
H -6.48856 0.76405 3.21679
H -4.95411 2.56470 4.55245
H -4.72609 1.19860 5.71427
H -7.41120 2.46975 5.23329
H -6.88893 2.46751 6.68279
H -7.12331 0.87607 6.06587
H -2.29905 -0.01685 -0.14275
H -3.59060 0.98074 -0.54056
H -4.86369 -0.88618 -1.74815
H -3.99426 -2.07005 -0.99251
H -3.39783 -1.68679 -3.27154
H -2.13335 -1.76863 -2.16582
H -1.77801 0.89237 -2.65405
H -3.40388 0.90746 -3.21873
H -2.23194 0.12560 -4.20974
H -2.65976 -2.16876 2.04828
H -3.81202 -2.87590 1.20850
H -5.44345 -2.37888 3.27699
H -4.00891 -2.06375 4.25069
H -3.07807 -4.19672 3.66992
H -4.66087 -4.50003 2.82059
H -4.44522 -5.47715 5.04243
H -5.84180 -4.30727 5.04731
H -4.50515 -3.83713 5.85961
C 0.73417 -2.07826 -12.97910
C 1.01764 -3.57489 -12.91170
C 1.67215 -4.17802 -11.58872
C 0.93026 -3.85203 -10.34817
P 1.64919 -4.11996 -8.73280
C 3.39430 -3.47459 -8.91840
C 3.44690 -2.04365 -9.39301
C 4.91983 -1.52858 -9.66824
C 4.92487 -1.00669 -11.05059
C 1.82533 -6.06997 -8.51040
C 2.61642 -6.54695 -7.28650
C 2.29997 -8.01672 -6.91469
C 0.83128 -8.34849 -6.76362
C 0.55403 -3.32346 -7.49355
C 1.06743 -3.29979 -6.07512
C 0.26198 -2.25846 -5.22092
C 1.06162 -1.26683 -4.37167
H 1.56554 -1.39423 -12.80868
H -0.06268 -1.77734 -12.29897
H 0.41049 -1.67725 -13.93958
H 1.35834 -4.08158 -13.81464
H -0.05659 -3.75899 -12.89629
H 2.71903 -3.87822 -11.54105
H 1.66779 -5.25773 -11.73805
H -0.04922 -4.32984 -10.32786
H 0.73163 -2.78416 -10.43930
H 3.87009 -4.13173 -9.64633
H 3.82490 -3.58074 -7.92270
H 3.08266 -1.36031 -8.62589
H 2.84018 -1.94846 -10.29353
H 5.61863 -2.36062 -9.58170
H 5.35643 -0.83537 -8.94926
H 5.90623 -0.98889 -11.52463
H 4.47422 -0.01526 -11.09612
H 4.35378 -1.68562 -11.68385
H 2.44745 -6.57370 -9.25021
H 0.85600 -6.56760 -8.48088
H 2.43019 -5.96601 -6.38322
H 3.68578 -6.55272 -7.49756
H 2.77754 -8.23157 -5.95873
H 2.81143 -8.55769 -7.71085
H 0.25536 -7.47673 -6.45306
H 0.64785 -9.21857 -6.13320
H 0.43903 -8.54079 -7.76225
H -0.42232 -3.80487 -7.54903
H 0.45393 -2.32900 -7.92842
H 2.13103 -3.16827 -5.87624
H 0.84322 -4.27557 -5.64419
H -0.51731 -2.78799 -4.67283
H -0.31727 -1.49947 -5.74677
H 0.49224 -0.76582 -3.58879
H 1.67211 -0.66940 -5.04879
H 1.82932 -1.82201 -3.83267

[2]
18
Properties=species:S:1:pos:R:3 method="wB97M-V/def2-TZVPD" homo_energy_ha=-0.3054 e_tot_ha=-451.4693 lumo_ev=0.8238 gap_ha=0.3357 e_above_lowest_kj_mol=695.01
C -1.20722 -0.74124 -3.02446
C 0.70864 0.26872 3.15804
N 1.71391 -0.39345 -0.65126
N -0.70219 1.22236 1.30788
N 0.74892 0.60856 -0.27658
N 0.32191 0.65181 0.93060
O -1.40379 0.32501 -2.16468
O 1.24867 0.20054 1.93046
H -0.51403 -0.40109 -3.89039
H -2.18567 -0.89850 -3.49453
H -0.62359 -1.52073 -2.53914
H -0.00882 -0.42673 3.31500
H 0.47623 1.41302 3.29977
H 1.58203 0.00217 3.91254
H 2.40274 -0.61729 0.07775
H 2.26392 -0.01926 -1.39030
H -0.59237 0.69892 -1.81954
H -1.37733 1.23303 0.46699

[3]
78
Properties=species:S:1:pos:R:3 method="wB97M-V/def2-TZVPD" homo_energy_ha="-0.6973 / -0.6802" e_tot_ha=-4802.5454 lumo_ev="-13.5350 / -12.6131" gap_ha="0.1999 / 0.2167" charge=+4
Sn 0.82594 0.04604 -0.03476
P -1.60212 -1.52412 0.20289
P 1.53160 -1.31678 -2.29075
P -1.21828 1.98832 1.18259
H 3.30128 1.83446 -4.23192
C 2.57738 2.36625 -3.59773
C 2.49985 2.20371 -2.16686
H 2.70886 1.23660 -1.63738
C -2.93279 -1.30890 -1.05599
C -1.20648 -3.31863 0.02268
C -2.62242 -1.57460 1.74356
C 2.81103 -0.81578 -3.50099
C 2.17946 -2.90904 -1.67696
C 0.19223 -1.79542 -3.43276
C -0.57647 3.68966 1.12387
C -1.80783 1.91491 2.92401
C -2.82197 2.16781 0.33193
H 2.29611 3.37945 -3.98634
H 3.10915 3.00621 -1.73977
H -3.71564 -2.05742 -0.87964
H -2.51660 -1.43048 -2.06234
H -3.35952 -0.30318 -0.96756
H -2.12535 -3.92201 0.15260
H -0.47475 -3.60618 0.80086
H -0.77970 -3.51633 -0.97712
H -3.67692 -1.76996 1.48520
H -2.54693 -0.61037 2.26582
H -2.25164 -2.36868 2.40677
H 2.97182 -1.68331 -4.15369
H 3.74579 -0.57218 -2.98516
H 2.50095 0.05359 -4.09276
H 2.40517 -3.54729 -2.54110
H 1.45060 -3.41498 -1.03385
H 3.09505 -2.73984 -1.09674
H 0.61067 -2.51981 -4.14267
H -0.14930 -0.91043 -3.98467
H -0.66101 -2.23958 -2.91041
H -1.04987 4.27913 1.91499
H -0.75748 4.17272 0.16069
H 0.50560 3.67340 1.28235
H -2.35676 2.83478 3.14338
H -0.95265 1.84625 3.60001
H -2.46408 1.06652 3.11863
H -3.37698 3.00388 0.76056
H -3.42310 1.26508 0.44106
H -2.66383 2.35193 -0.73132
C 0.75791 3.83485 -2.41874
C 0.01940 3.77596 -3.67646
C -1.26307 4.44903 -3.33080
C -1.14488 5.66646 -2.67002
C 0.03144 5.99030 -1.92568
C 1.06671 5.04770 -1.81959
O 1.07727 2.63887 -1.88762
H 0.01031 2.75034 -3.98890
H 0.38761 4.44880 -4.50990
H -2.18702 4.13913 -3.85180
H -1.90755 6.47320 -2.75588
H 0.14057 6.98682 -1.47678
H 2.03657 5.30882 -1.36999
C 2.72908 -3.60424 2.01941
N 1.85139 -2.76284 2.83760
C 1.72103 -1.40904 2.73809
Se 2.78035 -0.26390 1.67725
N 0.69467 -1.06141 3.56707
C 0.11406 -2.19270 4.14747
C -1.02288 -2.36571 4.92551
C -1.36836 -3.67289 5.28730
C -0.63667 -4.77907 4.79168
C 0.47276 -4.59132 3.94090
C 0.82998 -3.27660 3.66383
H 2.13431 -4.11009 1.23478
H 3.20605 -4.36869 2.65428
H 3.50000 -2.96427 1.55928
H 0.34836 -0.11791 3.66018
H -1.58481 -1.48612 5.22652
H -2.20469 -3.86613 5.95903
H -0.90404 -5.79881 5.09628
H 1.08605 -5.42396 3.54250

[4]
16
Properties=species:S:1:pos:R:3 method="wB97M-V/def2-TZVPD" homo_energy_ha="-0.2801 / -0.2030" e_tot_ha=-246.8198 lumo_ev="0.8959 / 0.5621" gap_ha="0.3130 / 0.2236" e_above_lowest_kj_mol=605.31
C 1.61692 -0.72421 0.77384
N 1.09620 -0.31308 -0.51474
N 1.32887 1.03412 -0.72307
H -0.54462 -0.79014 -1.05006
H 1.92991 1.18309 -1.52449
H 1.65637 1.57195 0.07815
H 2.71104 -0.62450 0.81607
H 1.37052 -1.77367 0.93174
H 1.19221 -0.13741 1.60716
C -1.78630 0.73043 -0.09633
N -1.18107 -0.58910 -0.14122
H -1.22376 -1.15301 0.69079
H -2.33007 -1.56113 -0.60877
H -0.98946 1.47207 -0.21156
H -2.31046 0.85039 0.85273
H -2.53631 0.82421 -0.88023

[5]
46
Properties=species:S:1:pos:R:3 method="wB97M-V/def2-TZVPD" homo_energy_ha=-0.3336 smiles="OP(O)(=S)c1ccc2c(c1)Sc1ccccc1N2.O.O.O.O.O.O" e_tot_ha=-2264.9630 lumo_ev=-0.1343 gap_ha=0.3286 e_above_lowest_kj_mol=0.00
O 1.21664 3.10514 -2.04828
P 0.35489 3.20167 -0.68758
O 1.07928 4.36124 0.14491
S -1.49464 3.60851 -0.97203
C 0.63799 1.66531 0.21174
C 1.86780 1.35940 0.80394
C 2.04636 0.17964 1.50244
C 1.01582 -0.74709 1.61499
C -0.20469 -0.45247 1.00067
C -0.39482 0.73502 0.31577
S -1.47023 -1.68811 1.12593
C -0.45882 -3.14964 0.96890
C -0.87732 -4.26043 0.25223
C -0.02171 -5.34619 0.15571
C 1.23363 -5.30891 0.74476
C 1.64395 -4.19931 1.47362
C 0.78808 -3.11192 1.58483
N 1.21517 -1.95585 2.34191
H 1.34333 2.19535 -2.34236
H 2.00276 4.10602 0.29024
H 2.67820 2.06974 0.70289
H 2.98786 -0.06703 1.97045
H -1.33760 0.97226 -0.16010
H -1.84455 -4.28081 -0.22724
H -0.29648 -6.23427 -0.39116
H 1.93379 -6.12162 0.66721
H 2.60351 -4.14943 1.96369
H 0.62587 -1.94678 3.17440
O -2.56347 7.06183 -1.13058
H -2.03209 6.25528 -1.09626
H -2.65072 7.32573 -0.20971
O 2.66197 -6.30530 -1.66569
H 2.37221 -6.97420 -2.29435
H 2.83057 -5.52798 -2.20756
O 0.00761 -2.20693 -2.09816
H 0.90868 -1.87366 -2.04736
H -0.33432 -2.10207 -1.19954
O 1.25609 6.14389 -2.34874
H 1.17671 5.18575 -2.25600
H 2.14980 6.28045 -2.67645
O -3.13468 -1.78634 4.38618
H -3.74818 -2.48155 4.13047
H -2.78642 -1.45482 3.55098
O -5.16497 5.62534 -2.25925
H -5.52519 6.34835 -2.77989
H -4.29769 5.94680 -1.98061